[1]
ORCA calculation (ωB97M-V with the def2-TZVPD basis set) on a cluster of 2 separate species, C4H12NO in total in a non-equilibrium geometry.

Element x y z (Å)
H  2.014  1.627  1.380
H  -0.755  0.499  -1.753
O  2.297  -1.665  0.078
H  -2.163  1.089  0.497
C  -1.631  0.186  0.319
H  3.148  -1.798  -0.307
H  2.389  0.401  0.031
H  -2.376  -1.743  -0.257
C  -0.450  0.373  -0.710
H  2.197  -2.191  0.871
H  -3.341  -0.840  0.737
H  0.151  -0.564  -0.726
C  -2.734  -0.760  -0.134
H  -3.289  -0.502  -1.072
C  1.696  1.171  0.418
N  0.498  1.368  -0.102
H  -1.066  -0.277  1.268
H  -0.052  2.225  0.070

Forces on the atoms, in the same order (eV/Å):
-0.3 0.8 -1.2
0.1 1.0 0.3
-1.2 0.7 0.1
0.2 1.2 0.6
2.3 -1.5 0.2
1.0 -0.6 -0.2
-1.2 0.1 0.2
0.7 -1.3 -0.4
0.8 -2.2 0.3
0.4 -0.4 0.1
-1.2 0.1 0.3
-0.5 0.4 0.0
0.3 0.3 -0.8
0.4 0.2 1.1
-1.6 -0.2 -0.3
0.7 0.5 0.5
-1.7 1.3 -1.7
0.8 -0.4 0.9

Results
- Kohn-Sham gap: 0.3806 hartree
- Molecular weight: 90.15 g mol⁻¹
- Net charge: +1
- Relative energy (zero: lowest compared OMol25 entry of this formula, charge and spin): 229.61 kJ/mol

=====

[2]
ORCA calculation (ωB97M-V with the def2-TZVPD basis set) on the molecule C5H4F2O2 in a non-equilibrium geometry.

Element x y z (Å)
F  -2.066  0.447  -0.593
C  0.320  0.051  -0.261
C  -0.666  -0.161  1.255
C  0.439  1.543  -0.493
O  -0.431  2.287  -0.171
H  -0.877  0.825  1.876
H  -0.344  -1.108  1.643
C  -1.144  -0.369  -0.149
C  1.395  -0.916  -0.487
H  1.421  1.614  -0.936
O  2.273  -0.784  -1.276
F  -1.447  -1.656  -0.613
H  1.129  -1.775  0.206

Forces on the atoms, in the same order (eV/Å):
-0.7 0.2 -0.7
-3.0 1.6 2.1
0.6 1.1 -2.3
0.2 -3.2 0.2
0.4 1.6 -0.1
0.5 -2.4 -1.7
0.1 0.0 0.8
0.6 -1.0 1.1
-2.1 -0.7 1.3
0.6 1.8 -0.6
0.9 -0.1 -0.2
0.5 1.3 0.9
1.3 -0.2 -0.8

Results
- Kohn-Sham gap: 0.3728 hartree
- Molecular weight: 134.08 g mol⁻¹
- Net charge: 0
- Relative energy (zero: lowest compared OMol25 entry of this formula, charge and spin): 132.81 kJ/mol

=====

[3]
ORCA calculation (ωB97M-V with the def2-TZVPD basis set) on a cluster of 3 separate species, C3H9O4 in total in a non-equilibrium geometry.

Element x y z (Å)
H  -0.018  -1.135  2.075
H  1.911  1.272  -0.357
C  0.860  0.160  -1.828
H  -1.712  0.872  1.060
O  -0.448  -1.151  2.919
H  2.287  1.767  -1.922
H  0.206  0.738  -2.488
C  2.140  0.853  -1.349
H  -0.369  -0.322  3.314
H  2.928  0.153  -1.093
H  -1.066  2.158  0.708
O  0.472  -0.505  0.425
O  -1.041  -1.069  -1.173
C  0.005  -0.565  -0.740
O  -1.896  1.826  1.073
H  1.122  -0.619  -2.557

Forces on the atoms, in the same order (eV/Å):
0.5 0.5 -1.6
-0.1 -0.2 0.0
0.4 -1.0 -0.7
-0.2 0.0 0.0
-1.0 -2.5 0.9
1.1 -0.4 -0.5
0.0 0.6 0.6
-1.9 0.8 1.3
0.3 2.1 0.6
0.5 0.2 -0.8
-0.1 0.1 0.0
-0.2 -0.2 0.4
-0.2 -0.3 0.4
0.3 0.9 -0.9
0.4 -0.2 0.0
0.2 -0.2 0.2

Results
- Kohn-Sham gap: 0.3124 hartree
- Molecular weight: 109.10 g mol⁻¹
- Net charge: -1
- Relative energy (zero: lowest compared OMol25 entry of this formula, charge and spin): 34.36 kJ/mol

=====

[4]
ORCA calculation (ωB97M-V with the def2-TZVPD basis set) on a cluster of 2 separate species, C2H6O3S in total in a non-equilibrium geometry.

Element x y z (Å)
H  2.436  0.678  1.022
H  -0.828  0.555  1.434
O  1.837  -0.019  0.808
H  1.117  -1.856  -0.119
H  -1.073  -1.188  -0.834
S  -1.936  -1.077  0.110
C  -1.003  0.369  0.446
C  1.043  0.042  -0.211
H  -2.081  1.408  -0.729
O  0.896  -1.253  -0.857
O  -1.437  1.594  -0.030
H  1.029  0.746  -1.039

Forces on the atoms, in the same order (eV/Å):
0.3 1.0 -0.3
0.6 -0.1 2.9
1.2 -1.1 2.0
-0.3 -0.1 -0.6
0.7 -1.2 -1.8
-1.0 0.4 0.9
3.0 0.5 -1.4
-6.2 -1.6 -2.5
0.1 0.3 0.0
1.3 1.3 1.5
-0.7 0.0 -1.0
0.8 0.6 0.5

Results
- Kohn-Sham gap: 0.3049 hartree
- Molecular weight: 110.13 g mol⁻¹
- Net charge: 0
- Relative energy (zero: lowest compared OMol25 entry of this formula, charge and spin): 304.48 kJ/mol

=====

[5]
ORCA calculation (ωB97M-V with the def2-TZVPD basis set) on a structure of composition C40H36ClMoNO8 in a non-equilibrium geometry.

Element x y z (Å)
C  -3.405  3.460  3.481
O  0.972  1.006  5.639
H  -3.683  1.022  2.576
O  0.318  -1.124  1.408
H  -4.030  -2.214  -2.428
C  -2.620  -3.869  2.445
C  -0.413  2.023  -2.037
H  2.417  1.979  1.990
C  -1.663  4.216  -3.231
C  -2.207  -5.195  2.426
C  2.506  0.924  3.765
C  -0.300  -4.579  1.094
H  -2.117  -2.190  -4.705
O  0.222  1.022  0.043
H  -3.703  -0.687  -3.265
C  -1.240  3.143  -4.001
C  -3.396  -1.329  -2.441
C  -0.620  2.054  -3.413
O  -1.456  -2.392  -1.443
C  4.561  1.264  -2.349
H  4.834  -3.587  -1.683
C  -0.814  -1.430  -0.656
C  -1.693  -2.625  -3.802
H  -1.762  5.034  -1.253
H  -3.529  -0.781  -1.508
H  2.724  -4.335  -2.739
H  1.699  -0.056  -3.568
O  -0.095  2.479  2.255
C  2.609  -2.189  0.449
C  1.188  0.747  4.511
C  -1.051  -5.546  1.749
H  4.723  2.399  -0.540
H  -2.784  -5.952  2.939
C  0.063  -2.173  0.386
C  -1.881  -2.906  1.783
C  -3.150  4.756  3.850
C  1.855  1.010  -1.700
H  0.608  -4.871  0.586
C  2.353  0.471  -2.884
H  -2.155  -3.597  -3.635
C  -0.715  -3.255  1.102
Mo  0.152  0.621  1.797
O  0.261  0.205  3.655
H  2.843  0.419  1.767
C  -1.948  -1.727  -2.617
H  2.593  -1.642  1.385
H  4.066  0.168  -4.125
H  0.557  -3.700  -1.770
H  -1.686  6.315  3.978
H  0.156  4.982  3.016
C  1.474  -3.368  -1.302
H  -0.641  3.136  -0.204
H  -2.227  -1.879  1.795
C  -1.864  5.290  3.681
H  2.333  2.242  -0.012
H  -3.522  -3.590  2.973
H  5.608  1.361  -2.601
C  2.719  1.709  -0.872
C  0.361  0.871  -1.401
C  2.697  -3.722  -1.848
H  -0.621  -2.760  -3.946
C  3.882  -3.304  -1.256
C  -1.450  4.197  -1.863
H  -1.394  3.150  -5.072
O  -1.161  -0.525  -2.709
H  -0.311  1.229  -4.037
C  -1.064  3.232  2.781
C  -0.825  4.547  3.145
C  -2.656  1.381  2.499
O  -1.839  0.557  1.980
C  3.696  0.595  -3.202
N  2.226  1.029  2.308
C  3.835  -2.543  -0.100
C  -2.357  2.676  2.942
H  -1.554  -0.827  -0.110
C  1.421  -2.581  -0.150
H  3.133  0.055  3.962
C  -0.142  -0.573  -1.743
H  4.752  -2.236  0.386
H  -2.146  5.064  -3.697
C  4.065  1.834  -1.188
H  -4.393  3.037  3.604
H  3.021  1.811  4.127
C  -0.822  3.109  -1.270
Cl  -4.393  5.735  4.512
H  -0.723  -6.576  1.732
H  0.719  -1.123  -2.125

Forces on the atoms, in the same order (eV/Å):
0.1 0.1 0.0
0.1 0.1 0.1
0.0 0.0 0.0
-0.3 0.7 0.2
0.0 0.0 0.0
0.0 0.0 0.0
0.0 0.1 0.1
0.0 0.0 0.0
0.0 0.0 0.0
0.0 0.0 0.0
0.0 0.0 0.1
0.0 0.0 0.1
0.0 0.0 0.0
0.2 -0.1 0.7
0.0 0.0 0.0
0.0 0.0 0.0
0.0 0.0 0.0
0.1 0.0 0.0
0.0 0.0 0.0
0.0 0.0 -0.1
0.0 0.0 0.0
0.0 0.0 0.0
0.0 0.0 0.0
0.0 0.0 0.0
0.0 0.0 0.0
0.0 0.0 0.0
0.0 0.0 0.0
0.0 0.1 0.0
0.0 0.0 0.1
-0.2 -0.2 -0.1
0.0 0.0 0.0
0.0 0.0 0.0
0.0 0.0 0.0
0.1 0.2 0.0
-0.1 0.0 -0.1
-0.1 -0.1 0.0
0.0 -0.2 -0.2
0.0 0.0 0.0
0.0 -0.1 0.1
0.0 0.0 0.0
0.0 0.0 0.0
-0.3 -1.0 -0.6
0.2 0.3 -0.1
0.0 0.1 -0.1
0.0 0.0 0.0
0.0 -0.1 0.0
0.0 0.0 0.0
0.0 0.0 0.0
0.0 0.0 0.0
0.0 0.0 0.0
0.0 0.0 0.0
0.0 0.0 0.0
0.0 0.0 0.0
0.1 0.0 0.0
-0.1 0.0 0.0
0.0 0.0 0.0
0.0 0.0 0.0
0.0 0.2 0.0
0.2 0.1 0.2
0.0 0.0 0.0
0.0 0.0 0.0
0.0 0.0 0.0
0.0 0.0 0.0
0.0 0.0 0.0
0.0 0.0 0.0
0.0 0.0 0.0
0.0 -0.2 0.0
-0.2 0.0 0.1
-0.1 0.1 0.1
0.0 0.0 0.0
0.0 0.0 0.0
0.3 0.1 -0.1
0.0 0.0 0.0
0.0 0.0 0.0
0.0 0.0 0.0
0.0 -0.1 -0.2
0.0 0.0 0.0
0.0 0.0 -0.1
0.0 0.0 0.0
0.0 0.0 0.0
0.0 0.0 0.0
0.0 0.0 0.0
0.0 0.0 0.0
0.0 0.0 0.0
0.0 0.0 0.0
0.0 0.0 0.0
0.0 0.0 0.1

Results
- Kohn-Sham gap: 0.1893 hartree
- Molecular weight: 790.12 g mol⁻¹
- Net charge: +2

=====

[6]
ORCA calculation (ωB97M-V with the def2-TZVPD basis set) on the molecule C4H6N2 in a non-equilibrium geometry.

Element x y z (Å)
C  0.588  -0.597  0.756
H  1.099  -0.845  1.682
H  -0.696  1.218  1.333
N  -0.471  -1.402  0.181
C  -1.140  -0.210  -0.391
H  -0.950  -0.036  -1.464
H  -0.198  -2.139  -0.455
N  1.880  1.056  -0.878
C  1.092  0.483  -0.083
C  -0.261  0.680  0.500
H  -2.220  -0.181  -0.227
H  1.337  1.915  -0.979

Forces on the atoms, in the same order (eV/Å):
0.2 -0.3 0.3
-0.2 -0.2 -0.1
0.4 0.6 -0.3
0.0 -0.6 -0.2
-0.3 -0.1 -0.1
-0.1 -0.1 0.3
0.1 0.0 -0.2
-0.3 -0.1 0.5
-0.8 0.4 0.2
-0.1 -0.2 0.3
0.2 -0.1 0.1
0.8 0.6 -0.8

Results
- Kohn-Sham gap: 0.3672 hartree
- Molecular weight: 82.11 g mol⁻¹
- Net charge: 0
- Relative energy (zero: lowest compared OMol25 entry of this formula, charge and spin): 366.63 kJ/mol

=====

[7]
ORCA calculation (ωB97M-V with the def2-TZVPD basis set) on the molecule C5H8O in a non-equilibrium geometry.

Element x y z (Å)
O  1.038  0.179  0.481
H  -2.047  -0.402  0.264
H  1.144  2.178  -0.439
H  -0.451  1.184  1.576
C  -0.971  -0.547  0.360
H  1.348  1.196  -1.911
H  -0.867  -2.271  -0.957
H  0.444  -2.337  0.325
C  0.695  1.379  -1.081
C  -0.100  0.164  1.359
H  -0.299  1.652  -1.361
H  0.172  -0.336  2.290
C  -0.254  -1.721  -0.249
C  0.148  -0.317  -0.656

Forces on the atoms, in the same order (eV/Å):
0.0 -2.1 1.9
0.3 -0.1 -0.1
-0.4 -1.5 0.3
0.1 -0.1 -0.1
0.0 0.3 -0.1
0.0 0.2 -0.6
0.1 0.1 0.0
-0.1 0.3 -0.2
-1.5 -0.8 -2.3
0.3 -0.1 0.7
-0.2 0.9 -0.8
-0.3 0.0 0.2
0.1 0.1 -0.7
1.6 2.9 1.8

Results
- Kohn-Sham gap: 0.3309 hartree
- Molecular weight: 84.12 g mol⁻¹
- Net charge: 0
- Relative energy (zero: lowest compared OMol25 entry of this formula, charge and spin): 624.87 kJ/mol

=====

[8]
ORCA calculation (ωB97M-V with the def2-TZVPD basis set) on a structure of composition C11H22N4O4 in a non-equilibrium geometry.

Element x y z (Å)
H  -4.916  -2.688  -0.875
H  -5.964  -1.533  -1.889
C  -2.340  0.761  0.064
O  -5.153  0.554  -0.694
N  6.402  1.014  0.924
C  -4.154  -0.782  1.026
H  6.556  -0.402  1.676
H  3.684  0.124  -2.308
C  3.985  0.472  -0.124
O  -1.427  3.030  -0.105
O  -3.677  2.742  -0.204
C  5.579  0.813  -0.523
N  -5.661  -1.596  -0.794
H  1.093  -2.862  0.258
C  -0.426  -0.525  0.054
C  -3.409  0.523  1.265
H  -4.101  1.895  -0.405
H  3.185  1.448  0.017
H  -0.241  1.477  -0.010
H  -2.649  0.402  -0.888
H  5.761  1.976  1.753
C  1.151  -0.715  0.304
N  1.469  -2.094  0.869
H  -3.019  0.321  2.323
O  -1.087  -1.644  -0.068
C  -5.077  -0.535  -0.120
C  1.921  -0.573  -1.124
H  1.591  -0.036  1.034
H  3.749  -1.481  -1.143
H  -4.200  1.459  1.247
H  5.925  -0.334  -1.235
H  1.566  0.488  -1.482
H  1.761  -1.292  -1.912
H  0.758  -2.202  1.672
H  -3.485  -1.560  0.771
H  3.775  -0.104  0.891
H  5.684  1.817  -1.340
N  -0.921  0.596  0.403
H  -4.847  -0.821  1.970
C  -2.365  2.306  -0.081
C  3.524  -0.439  -1.195

Forces on the atoms, in the same order (eV/Å):
-3.1 4.5 1.0
1.0 0.8 3.9
0.5 3.7 3.4
-0.5 0.2 1.0
-1.1 -0.4 1.1
-3.0 2.3 1.8
-1.2 4.5 -2.3
-0.1 -2.1 2.8
0.2 1.4 1.3
0.7 0.6 0.1
2.8 0.3 -0.5
-1.1 -1.1 1.0
2.1 -5.6 -3.1
0.5 1.3 0.2
2.1 -8.6 1.5
-0.4 0.4 0.3
-1.5 0.0 -0.3
2.6 -2.3 -0.8
-2.7 -2.5 1.9
-0.1 -1.0 -0.6
1.8 -4.2 -3.1
0.8 -2.6 -2.7
-2.5 0.2 0.8
0.4 1.1 -1.7
1.5 4.1 -0.3
0.5 -0.3 -4.0
0.1 3.6 0.5
-0.5 0.4 -0.2
1.5 -0.4 -0.1
2.3 -2.8 0.7
-0.5 3.9 2.6
0.3 -1.9 0.2
-1.2 -0.5 0.2
1.6 0.2 -1.2
0.5 -1.3 0.4
1.4 1.3 -1.8
-0.1 -3.0 2.9
0.2 4.5 -2.3
1.4 -1.1 -1.6
-3.1 0.2 -0.6
-3.9 2.1 -2.5

Results
- Kohn-Sham gap: 0.3246 hartree
- Molecular weight: 274.32 g mol⁻¹
- Net charge: 0
- Relative energy (zero: lowest compared OMol25 entry of this formula, charge and spin): 1344.93 kJ/mol